Entry 1:
{
  "formula": "C20H26O3Si",
  "method": "ωB97M-V/def2-TZVPD",
  "total_energy_ha": -1292.7904,
  "homo_ev": -8.7,
  "gap_ev": 9.3883,
  "smiles": "C[C@@H]1C[C@H]1[C@]12CO[C@](c3ccc(C#C[Si](C)(C)C)cc3)(OC1)OC2",
  "species": ["H", "H", "H", "O", "H", "O", "H", "H", "Si", "H", "H", "C", "C", "C", "C", "C", "H", "H", "O", "C", "H", "C", "H", "H", "H", "C", "H", "C", "H", "C", "H", "H", "H", "C", "H", "H", "H", "C", "H", "H", "C", "C", "C", "C", "C", "C", "H", "H", "C", "C"],
  "xyz": [[-2.38830, 5.86511, -1.99188], [-0.46172, 3.02160, 0.25837], [-2.59018, 6.40946, 1.00221], [1.63421, -0.96675, -0.37263], [-1.61109, -1.54290, 1.49495], [0.05759, -2.55597, 0.40560], [0.70803, -4.43775, 0.92906], [5.26129, -6.13248, -2.65841], [-4.23366, 5.26076, -0.18750], [3.53840, -1.39684, -0.73931], [3.78749, -6.79560, -1.96440], [0.96881, -3.63633, 0.16009], [-2.97318, 2.92848, 0.92166], [-3.64884, 3.84580, 0.58976], [2.47151, -3.20411, 0.27409], [4.57099, -6.05271, -1.81045], [0.74991, -4.13204, -0.79071], [3.46368, -5.19800, 0.62701], [1.62420, -1.56652, 1.91746], [3.49224, -4.32069, -0.00717], [5.75402, -4.35782, 0.07257], [-0.78582, 2.04901, 0.70997], [2.38289, -3.45647, 2.42942], [-3.85721, 7.58156, 0.64968], [-4.11083, 6.39820, 2.04277], [0.14342, 1.04238, 0.69279], [-6.35564, 4.88031, -1.43263], [4.89203, -3.84884, -0.40846], [3.66780, -4.11719, -2.30319], [-0.16420, -0.22943, 1.00114], [5.13388, -6.40059, -0.88293], [5.04271, -2.78843, -0.41479], [2.47354, -2.26822, -1.71883], [2.63697, -2.02163, -0.68874], [3.54158, -2.23145, 1.88075], [1.19682, 1.21402, 0.35319], [-3.47303, 0.26480, 1.60076], [4.04162, -4.65858, -1.41323], [-6.75413, 5.15557, 0.35172], [-6.30777, 6.47205, -0.70149], [2.52873, -2.63122, 1.71699], [-2.11786, 1.80080, 1.01675], [-2.45552, 0.47522, 1.39383], [0.88151, -1.32433, 0.71816], [-3.41897, 5.50743, -1.86238], [-3.69697, 6.58168, 1.03941], [-4.20585, 6.11134, -2.38452], [-3.47945, 4.47999, -2.35001], [-1.44642, -0.49448, 1.36326], [-6.10923, 5.42182, -0.52974]]
}


Entry 2:
{
  "formula": "C20H27AsF6N6SeTc",
  "method": "ωB97M-V/def2-TZVPD",
  "total_energy_ha": -6423.1785,
  "homo_ev": [-17.1, -17.0],
  "multiplicity": 3,
  "total_charge": 3,
  "gap_ev": [5.9735, 4.8315],
  "species": ["H", "C", "C", "As", "C", "H", "C", "H", "H", "H", "N", "H", "H", "H", "C", "N", "H", "C", "H", "H", "H", "H", "F", "H", "H", "C", "H", "C", "H", "C", "Tc", "C", "H", "F", "C", "H", "H", "H", "C", "C", "F", "F", "N", "F", "H", "H", "H", "C", "F", "C", "C", "Se", "H", "C", "C", "N", "H", "N", "N", "C", "H", "C"],
  "xyz": [[-3.09966, -3.81235, 2.48206], [-0.51559, -0.78520, -3.13963], [-4.53820, -4.49949, 1.06127], [-3.84806, 1.74161, -0.37154], [-3.97463, -2.22012, -0.41792], [-0.83250, 3.53422, 3.34805], [-0.32905, 4.26983, 0.52393], [-1.42471, 1.90191, -4.41286], [-2.10801, -1.81550, -2.12336], [-5.53970, -3.01271, -1.72404], [1.60676, -0.55959, 0.43838], [-0.21908, 4.36955, -2.85278], [0.03473, 2.88645, -4.33412], [1.15950, -3.39728, -1.38625], [-0.36628, 1.89909, -4.12427], [-0.35026, -1.94306, -0.99775], [0.41113, -1.03168, -3.66055], [1.92137, -0.24287, 1.88525], [2.52430, -1.03922, 2.31972], [2.82438, -2.29375, 0.13935], [-0.34553, 5.88080, -0.89403], [-1.25190, -0.50959, -3.89244], [-5.03602, 2.89040, -0.11944], [-0.88957, -2.89278, -2.82415], [0.09936, 2.22497, 4.07052], [-3.28538, -2.46303, 0.77814], [-4.81964, -5.40675, 1.58449], [-0.20718, 2.59476, -1.64433], [2.29775, -0.06407, -0.12132], [-1.04719, -1.94033, -2.31684], [-0.42489, 0.04281, -0.12782], [-3.58015, -3.60614, 1.53290], [0.91797, 3.51829, 3.16405], [-2.85947, 2.16369, 0.98453], [0.62431, -0.03148, 2.65071], [-3.83698, -1.31541, -0.98816], [0.08059, -0.96134, 2.78228], [1.31166, -2.55994, 1.00346], [-0.23524, 3.96244, -1.85194], [0.03271, 2.87841, 3.20762], [-4.55666, 0.50871, 0.57658], [-2.84621, 2.74410, -1.35064], [-0.12415, 0.86976, 1.75903], [-4.48274, 1.01713, -1.78256], [0.80996, 0.39230, 3.63410], [0.15595, 1.17563, -4.74889], [-0.80556, -2.61892, -0.38955], [-0.25724, 1.55767, -2.68362], [-2.40212, 0.38324, -0.66984], [1.08189, -2.34124, -1.12687], [-0.30606, 4.80787, -0.75324], [-2.04720, -1.26801, 1.59204], [1.52405, -1.76461, -1.93933], [-4.93430, -3.13792, -0.83305], [-0.27505, 2.89351, 0.66442], [-0.27666, 0.34950, -2.22266], [-0.37858, 4.90937, 1.39528], [-0.21613, 2.08218, -0.40371], [-5.12197, -4.19630, -0.07543], [-0.15294, 2.15286, 1.92725], [2.51263, 0.67230, 1.90166], [1.76907, -2.02157, 0.17043]]
}


Entry 3:
{
  "formula": "C20H27Br2IO5",
  "method": "ωB97M-V/def2-TZVPD",
  "total_energy_ha": -6600.1261,
  "homo_ev": -9.4,
  "gap_ev": 8.0072,
  "smiles": "COCCCCC1=C(/C(Br)=C(/C)Br)C(=O)C(I)=CC1=O.CC(C)=O.CC(C)=O",
  "species": ["H", "C", "H", "O", "H", "C", "H", "H", "C", "I", "H", "H", "H", "C", "O", "C", "C", "H", "C", "H", "H", "C", "Br", "O", "H", "C", "H", "C", "Br", "H", "C", "H", "H", "H", "H", "H", "C", "C", "C", "C", "H", "C", "H", "O", "C", "H", "C", "H", "C", "H", "C", "O", "H", "H", "H"],
  "xyz": [[4.92836, -1.57131, 0.31877], [-1.12129, 2.47074, -3.71112], [-0.60425, -1.58583, 6.91705], [-1.47579, 0.75910, 5.12273], [2.07368, -2.96426, -0.45310], [-3.58606, -0.13261, 0.46872], [3.83302, -0.52708, -0.60536], [-2.25301, -2.21154, 4.88978], [-0.46850, 0.03663, -3.03807], [0.61015, -5.27594, 0.90750], [-2.42986, -0.98797, 3.61598], [-0.07579, 1.04694, -4.90204], [-0.90764, -0.94662, -3.27410], [-0.96491, 0.41576, -1.62539], [0.12280, 3.09048, -3.41302], [0.15891, 3.77037, -2.15959], [1.09539, -2.55676, -0.20776], [-5.68859, -0.49364, 0.02363], [-3.06841, -1.13605, -0.20247], [-0.92892, -1.92726, 3.72710], [0.61550, -0.10805, -3.05636], [4.71381, -0.54055, 0.03788], [-4.16608, -2.20558, -1.36521], [-1.82362, -3.08026, 1.63362], [0.18631, -0.00150, 6.82935], [5.78787, 1.46003, -1.17129], [-2.02557, 0.68499, -1.59721], [-0.14519, -0.85854, 6.24541], [-2.49782, 0.93569, 1.66458], [-5.34963, 0.47345, 1.45606], [0.78479, -1.13630, -0.58185], [-1.87207, 2.54338, -2.91281], [5.64242, 2.12465, -0.31799], [0.72026, -1.30452, 5.75225], [0.73855, 3.15302, -1.45665], [-1.54632, 3.01055, -4.57848], [-0.89289, 1.02742, -4.16626], [-1.14909, -0.40372, 5.21401], [5.89861, 0.03060, -0.69907], [-1.72568, -1.45737, 4.30294], [-1.75397, 0.58800, -4.68676], [-1.62395, -1.45718, -0.08022], [-0.42484, 1.27440, -1.20197], [6.89439, -0.62599, -0.90433], [0.17718, -3.25566, 0.41764], [4.95129, 1.55975, -1.86516], [-1.16912, -2.62715, 0.75701], [-5.17381, 1.21010, -0.15390], [-0.68909, -0.76604, -0.70692], [4.52258, 0.03838, 0.94332], [-5.03468, 0.28590, 0.42063], [1.61861, -0.33065, -0.80925], [-0.83083, 4.02245, -1.75803], [6.70566, 1.74255, -1.68415], [0.68708, 4.72060, -2.32008]]
}


Entry 4:
{
  "formula": "C20H27FN4O4",
  "method": "ωB97M-V/def2-TZVPD",
  "total_energy_ha": -1398.1852,
  "homo_ev": -8.6,
  "gap_ev": 9.1327,
  "smiles": "CCN(C[C@@H](C)NC(=O)c1cc(O)nn1C)C(=O)[C@@H](Cc1ccc(F)cc1)OC",
  "relative_energy_ev": 0.299,
  "species": ["H", "H", "H", "H", "C", "H", "H", "H", "C", "H", "O", "H", "H", "C", "C", "H", "H", "C", "C", "O", "H", "N", "H", "C", "F", "O", "H", "C", "H", "C", "H", "H", "H", "C", "C", "C", "H", "C", "C", "C", "C", "C", "H", "N", "H", "N", "C", "C", "H", "H", "O", "H", "H", "H", "C", "N"],
  "xyz": [[-1.86973, 2.60180, -1.29871], [-2.30478, 0.13911, -1.49788], [3.79801, -3.39152, -0.56994], [-3.96648, -0.07593, 5.59840], [1.40514, 3.51323, -1.69611], [2.06647, -3.11645, -0.28213], [-3.83401, 0.95335, 4.14762], [-2.93621, 2.07718, 0.02200], [2.93127, 1.36691, -0.79794], [-0.81149, -3.08596, -2.82971], [-3.05965, 0.32848, 1.75651], [-1.82223, -2.55797, -4.18295], [3.46394, -0.11884, -3.20439], [2.42951, 0.05504, -2.90143], [2.78163, 2.48709, 0.00488], [-1.72574, -0.94321, -0.23673], [1.85093, 0.20603, -3.81368], [-0.28693, -0.93882, 3.76430], [-3.71821, -0.05220, 4.54156], [0.33672, -2.05066, 5.85771], [0.05161, -0.94933, -3.82657], [-2.33636, -0.47890, 4.42882], [3.50663, 0.52278, -0.44092], [-1.88767, 0.27212, 2.10548], [1.86615, 4.63010, 0.31791], [3.06325, -1.75427, -1.49835], [-4.37418, -0.71871, 3.98519], [2.01822, 3.54005, -0.46141], [-2.36659, -2.30956, -2.52143], [-1.48335, -0.35108, 3.39313], [-0.00010, 1.37542, -0.36067], [-0.11715, -2.24325, 6.68730], [0.61058, -1.05858, 3.18203], [-0.53820, -1.39576, 5.06308], [-1.00218, 1.09437, -0.03899], [-1.49312, -2.30588, -3.17424], [1.07222, 2.33459, -3.44776], [2.31940, 1.29582, -2.04866], [-1.43607, -0.11998, -0.89284], [-1.90700, 2.30292, -0.24881], [2.86343, -3.07420, -1.02602], [1.96882, -1.24128, -2.20918], [-1.56019, 3.14175, 0.35543], [-1.76318, -1.11913, 5.46600], [0.81547, 4.35854, -2.02349], [-0.38432, -0.54592, -1.81987], [0.79187, -0.94008, -1.26343], [-0.80597, -0.94692, -3.15773], [3.24366, 2.55174, 0.98066], [1.66420, -1.97229, -2.97095], [0.95928, -0.94861, -0.05394], [-1.48186, -0.17564, -3.53222], [0.06579, 0.45443, 1.64032], [2.62687, -3.74819, -1.85862], [1.56100, 2.37844, -2.48095], [-0.85915, 0.74780, 1.37032]]
}